Version one
Density functional theory data (wB97M-V/def2-TZVPD) for a cluster of 2 separate species, C7H13NO5S in total.

Results
LUMO = 0.24 eV
Net charge = 0
HOMO-LUMO gap = 9.16 eV

XYZ file:
```
27
C7H13NO5S wB97M-V/def2-TZVPD
C 0.45557 -1.58830 0.19753
C -1.76896 -0.43478 -0.48100
C 3.14757 -1.13083 -0.88194
C -1.52164 2.57610 -1.00242
C 2.69846 -2.36345 -0.00212
C -2.35852 1.87556 0.05613
C -0.74605 -1.48763 -0.41302
N -4.93671 -1.98198 0.56368
O 0.83435 -0.72397 1.09547
O -2.76637 -0.45873 -1.21656
O -5.18124 0.53294 0.45073
O 1.22128 -2.59575 -0.17152
O -1.61020 0.66127 0.31862
S -4.94986 -0.70102 -0.24944
H 4.01166 -1.42960 -1.56821
H 2.18140 -0.66114 -1.34796
H 3.60960 -0.38189 -0.25135
H -1.75016 2.34194 -1.96712
H -1.63439 3.77470 -0.82631
H -0.51551 2.44972 -0.82583
H 3.07849 -2.31610 1.07812
H 3.11236 -3.31875 -0.44450
H -3.40904 1.50766 -0.16584
H -2.30321 2.37275 1.04794
H -1.13106 -2.28106 -1.16515
H 0.07542 -0.17074 1.33802
H -5.34253 -2.09262 1.41302
```

Version two
Density functional theory data (wB97M-V/def2-TZVPD) for a cluster of 2 separate species, C7H13NO5S in total.

Results
LUMO = 0.54 eV
Net charge = 0
HOMO-LUMO gap = 10.36 eV

XYZ file:
```
27
C7H13NO5S wB97M-V/def2-TZVPD
C -1.71593 3.93925 -0.73308
C 1.47900 0.58026 -3.64808
C 0.83097 0.25500 -2.55925
C -1.25087 -2.25914 0.63592
C 1.11297 -2.11936 1.57754
C -0.52424 -0.39031 2.34947
C -0.14410 -1.31652 1.12339
N 0.31681 -0.48991 0.05964
O -2.83768 3.93554 -0.49466
O -0.59301 3.96045 -0.83419
O -1.35023 1.46471 0.05808
O 1.12707 1.77180 0.12396
O -0.06124 1.08461 -1.89555
S -0.12815 0.84665 -0.26773
H 1.46210 1.52418 -4.03101
H 2.28393 -0.08948 -4.12869
H 0.97118 2.74539 0.15669
H 0.67107 -0.71459 -2.04520
H -2.11397 -1.73239 0.31158
H -0.81045 -2.85728 -0.16994
H -1.25823 -2.80465 1.61249
H 1.86783 -1.43159 1.84351
H 1.45336 -2.64311 0.71583
H 0.98491 -2.74129 2.42716
H 0.42361 -0.01160 2.71450
H -1.13945 0.42064 1.99127
H -1.05725 -0.92728 3.10630
```

Of them, the most stable is version two and the least stable is version one.

Version one
Density functional theory data (wB97M-V/def2-TZVPD) for a cluster of 2 separate species, C4H9N2O in total.

Results
LUMO = -2.96 eV
Net charge = +1
HOMO-LUMO gap = 10.93 eV

XYZ file:
```
16
C4H9N2O wB97M-V/def2-TZVPD
C -0.58446 2.14630 -0.95532
C -0.16272 1.04988 -0.03272
C 0.98392 0.82510 0.66244
N 0.82787 -0.41041 1.28622
C -0.34424 -0.94000 0.93475
N -1.00743 0.00982 0.27498
H -0.93276 1.77847 -1.91452
H 0.33234 2.71408 -1.14351
H -1.24812 2.85374 -0.45998
H 1.75713 1.51566 0.94633
H 1.64223 -0.92568 1.57684
H -0.71128 -1.84199 1.39161
H -1.96337 -0.16838 0.00011
H 1.08244 -2.65194 -1.45074
H -0.24382 -2.39598 -2.16229
O 0.31048 -2.08031 -1.43046
```

Version two
Density functional theory data (wB97M-V/def2-TZVPD) for the ion C4H9N2O with charge +1.

Results
LUMO = -3.39 eV
Net charge = +1
HOMO-LUMO gap = 9.83 eV

XYZ file:
```
16
C4H9N2O wB97M-V/def2-TZVPD
C 1.55485 -0.15454 0.42674
C -0.38331 1.20408 -0.32873
C -2.06990 -0.20666 0.61404
C -2.26189 -1.02413 -0.40122
N 0.99338 0.66768 -0.40923
N 2.79103 -0.57477 0.34013
O -1.07733 0.75061 0.76660
H -0.28470 2.29652 -0.24384
H -0.88515 0.96006 -1.27580
H -2.68526 -0.19182 1.49837
H -1.64790 -1.06315 -1.28415
H -3.08445 -1.71059 -0.37767
H 0.93673 -0.51166 1.24719
H 1.53569 1.05362 -1.17755
H 3.16589 -1.23361 1.00726
H 3.40230 -0.26163 -0.40214
```

Of them, the most stable is version one and the least stable is version two.

Version one
Density functional theory data (wB97M-V/def2-TZVPD) for the ion C4H9N2O with charge +1.

Results
LUMO (spin up / spin down) = -4.63 / -4.63 eV
Net charge = +1
HOMO-LUMO gap (spin up / spin down) = 7.65 / 7.64 eV

XYZ file:
```
16
C4H9N2O wB97M-V/def2-TZVPD
C 0.27080 -0.20647 1.56481
C 0.19749 -0.76420 0.26033
C 1.63768 1.42604 -0.20400
C 0.28878 1.98892 -0.50584
N 1.24216 0.58929 1.86281
N -0.71380 -1.92250 0.27323
O 2.08543 0.86022 0.83890
H -0.64229 -0.33352 2.10846
H 1.12404 -1.10588 -0.22456
H 2.34646 1.81591 -0.98869
H 0.39498 2.92647 -0.97475
H -0.10035 2.30260 0.48111
H -0.35752 1.10175 -0.89340
H -1.27002 -1.95576 1.12940
H -0.33862 -2.89798 0.04162
H -1.44360 -1.78898 -0.40665
```

Version two
Density functional theory data (wB97M-V/def2-TZVPD) for the ion C4H9N2O with charge +1.

Results
LUMO = -3.76 eV
Net charge = +1
HOMO-LUMO gap = 9.56 eV

XYZ file:
```
16
C4H9N2O wB97M-V/def2-TZVPD
C -0.43730 -1.18831 -0.37333
C 0.44106 -1.12171 0.61974
C -0.25167 2.09530 1.41556
C -0.72510 -2.55522 -0.79253
N -0.62383 3.23746 0.99477
N 0.38775 1.19503 0.67940
O 0.94066 0.18964 1.27829
H -0.52433 -0.29097 -0.97105
H 0.94386 -1.97670 1.02129
H -0.60450 1.89579 2.44665
H -0.08414 -3.29050 -0.40752
H -1.78198 -2.78248 -0.65894
H -0.63929 -2.59315 -1.87254
H -1.07188 3.87620 1.58104
H -0.52246 3.55587 0.06667
H 0.78287 1.54813 -0.13530
```

Version three
Density functional theory data (wB97M-V/def2-TZVPD) for a cluster of 2 separate species, C4H9N2O in total.

Results
LUMO = -6.07 eV
Net charge = +1
HOMO-LUMO gap = 8.52 eV

XYZ file:
```
16
C4H9N2O wB97M-V/def2-TZVPD
C -1.06380 1.43059 1.48281
C -0.35177 0.79263 0.33139
C 0.30684 1.55901 -0.70360
N 0.72344 0.73560 -1.57897
C 0.54946 -0.62207 -1.14929
N -0.45090 -0.45909 0.05891
H -2.03193 1.82827 1.15974
H -1.19411 0.70417 2.28661
H -0.46275 2.23516 1.92035
H 0.12014 2.62234 -0.82934
H 1.07601 0.96644 -2.50318
H 1.36331 -0.94368 -0.48694
H 0.02765 -2.46876 0.70225
H 0.22244 -1.35254 -1.88051
H 0.40291 -3.93391 0.44607
O 0.76305 -3.09416 0.74369
```

Of them, the most stable is version three and the least stable is version one.